(1)
Below is a cluster of 2 separate species, C3H9O in total in a non-equilibrium geometry, with properties calculated with the ωB97M-V functional and the def2-TZVPD basis.

XYZ file:
```
13
C3H9O, DFT the ωB97M-V functional and the def2-TZVPD basis
C -0.0832 -1.5890 2.1402
H -0.8232 -1.1069 1.4860
H -0.3516 -1.5098 3.1300
H -0.0418 -2.5195 1.5139
H 0.8952 -1.1307 1.9792
C -0.2185 1.4079 -0.6456
O -0.9428 0.4519 0.0881
C 0.3410 0.6269 -1.8812
H -0.8802 2.1901 -1.0994
H 0.6325 2.0072 -0.0803
H -0.4314 0.4362 -2.7258
H 1.2538 1.0797 -2.3691
H 0.6502 -0.3440 -1.5360
```

<S²>: 0.7540
HOMO-LUMO gap (spin up / spin down): 11.848 / 8.691 eV
Energy relative to the best compared isomer or geometry (same formula, charge and spin): 1.188 eV
E: -194.81400 Ha
Spin multiplicity: 2
Maximum force: 4.50 eV/Å

---

(2)
Below is a cluster of 2 separate species, C3H9O in total, with properties calculated with the ωB97M-V functional and the def2-TZVPD basis.

XYZ file:
```
13
C3H9O, DFT the ωB97M-V functional and the def2-TZVPD basis
O 2.6637 0.8438 0.1634
H 3.2522 0.2901 0.7060
C -1.0231 0.7676 0.7370
C -0.3251 -0.3692 -0.0244
C -1.2655 -1.1802 -0.9160
H -1.2650 1.5861 0.0525
H -0.3583 1.1746 1.4953
H -1.9532 0.4422 1.2152
H 0.1447 -1.0441 0.6937
H 0.4816 0.0803 -0.5846
H -0.7161 -2.0067 -1.3707
H -2.0044 -1.6671 -0.2736
H -1.7574 -0.5696 -1.6775
```

<S²>: 0.7529
HOMO-LUMO gap (spin up / spin down): 12.309 / 9.282 eV
Energy relative to the best compared isomer or geometry (same formula, charge and spin): 0.535 eV
E: -194.83801 Ha
Spin multiplicity: 2
Maximum force: 0.65 eV/Å

---

(3)
Below is a structure of composition C3H9O2 in a non-equilibrium geometry, with properties calculated with the ωB97M-V functional and the def2-TZVPD basis.

XYZ file:
```
14
C3H9O2, DFT the ωB97M-V functional and the def2-TZVPD basis
C -0.9912 -1.4319 2.0329
O 0.1242 -0.6582 1.8517
H -1.9017 -0.9641 1.6033
H -1.1540 -1.7026 3.0818
H -0.9308 -2.4045 1.4986
C 0.2130 0.4455 -0.9410
O 1.1277 -0.3472 -0.2915
C 0.8740 1.5354 -1.8243
H -0.3874 0.9823 -0.1853
H -0.5960 -0.1110 -1.4626
H 0.6471 -0.7155 0.7504
H 0.6554 2.4939 -1.3563
H 0.3843 1.5259 -2.7982
H 1.9355 1.3522 -1.9596
```

Charge: -1
HOMO-LUMO gap: 7.937 eV
Energy relative to the best compared isomer or geometry (same formula, charge and spin): 0.778 eV
E: -270.15714 Ha
Maximum force: 1.19 eV/Å

---

(4)
Below is a cluster of 2 separate species, C3H9O2S in total in a non-equilibrium geometry, with properties calculated with the ωB97M-V functional and the def2-TZVPD basis.

XYZ file:
```
15
C3H9O2S, DFT the ωB97M-V functional and the def2-TZVPD basis
C -0.0941 0.7432 0.9957
O -0.2049 1.8462 0.2506
C -0.4694 -0.5429 0.2388
C 0.6163 -1.0148 -0.7566
S 0.7435 -2.8811 -0.8543
H 0.9328 0.5848 1.4668
H -0.6829 0.6739 1.9619
H -1.4561 -0.5084 -0.2126
H -0.4265 -1.3503 0.9813
H 0.3700 -0.7198 -1.7745
H 1.6029 -0.6670 -0.4753
H 1.9671 -3.0099 -0.2744
H -1.2982 4.2388 1.5316
H -0.7543 3.3304 0.4651
O -1.1975 4.2399 0.5896
```

Charge: -1
HOMO-LUMO gap: 6.350 eV
Energy relative to the best compared isomer or geometry (same formula, charge and spin): 0.672 eV
E: -668.36911 Ha
Maximum force: 2.11 eV/Å

---

(5)
Below is a cluster of 2 separate species, C3H9O2S2 in total in a non-equilibrium geometry, with properties calculated with the ωB97M-V functional and the def2-TZVPD basis.

XYZ file:
```
16
C3H9O2S2, DFT the ωB97M-V functional and the def2-TZVPD basis
C 0.9561 -0.8927 0.3291
C 0.2459 -0.7040 -1.0006
O -1.1061 -1.0603 -1.0004
C 0.9739 0.2853 1.3330
S -0.6161 1.1183 1.5179
S -1.8871 -0.3013 2.1877
H 1.9977 -1.2032 0.2240
H 0.4976 -1.7052 0.8891
H 0.3882 0.2732 -1.4481
H 0.8927 -1.2576 -1.7174
H 1.7102 1.0512 1.1031
H 1.2720 -0.1928 2.2772
H -0.6868 2.4727 -1.5743
H -1.9219 1.5393 -1.1581
H -1.3544 -1.2839 -0.0848
O -1.3617 1.8611 -1.8774
```

Charge: -1
HOMO-LUMO gap: 6.026 eV
Energy relative to the best compared isomer or geometry (same formula, charge and spin): 0.262 eV
E: -1066.60064 Ha
Maximum force: 1.77 eV/Å

---

(6)
Below is a cluster of 2 separate species, C3H9O2S2 in total in a non-equilibrium geometry, with properties calculated with the ωB97M-V functional and the def2-TZVPD basis.

XYZ file:
```
16
C3H9O2S2, DFT the ωB97M-V functional and the def2-TZVPD basis
C 0.1415 0.9077 0.3086
C 1.5527 1.2254 -0.1491
O 2.2700 1.8355 0.9294
C -0.8734 0.7985 -0.8456
S -2.3338 -0.3071 -0.5543
S -2.3490 -0.8824 1.3968
H -0.2912 1.7012 0.9257
H 0.0801 0.0698 1.0016
H 2.0258 0.2591 -0.3885
H 1.5712 1.8797 -1.0172
H -0.4267 0.4635 -1.7768
H -1.3260 1.7821 -0.9407
H -0.1835 -3.7356 -0.5083
H -1.3114 -3.1555 0.1297
H 2.4719 1.1917 1.6322
O -1.0183 -4.0334 -0.1433
```

Charge: -1
HOMO-LUMO gap: 5.617 eV
Energy relative to the best compared isomer or geometry (same formula, charge and spin): 0.463 eV
E: -1066.59326 Ha
Maximum force: 1.69 eV/Å

---

(7)
Below is a cluster of 3 separate species, C3H9O3S in total in a non-equilibrium geometry, with properties calculated with the ωB97M-V functional and the def2-TZVPD basis.

XYZ file:
```
16
C3H9O3S, DFT the ωB97M-V functional and the def2-TZVPD basis
O -1.4822 -2.0932 1.6025
C -1.6066 -0.9678 1.1452
C -2.5161 -0.7698 0.0182
C -1.7557 -0.0027 -1.1535
S -1.0218 1.6566 -0.5958
H -0.8628 -0.1533 1.4196
H -2.8917 -1.6449 -0.2647
H -3.4538 -0.1525 0.3587
H -1.0276 -0.6502 -1.5428
H -2.4487 0.1635 -1.9968
H 3.5174 -1.7541 1.1463
H 4.7467 -0.9886 1.8686
O 4.5237 -1.5385 1.0590
H 2.3222 3.2018 -0.2774
H 1.5368 2.7984 -1.5617
O 2.4204 2.8954 -1.2254
```

Charge: -1
HOMO-LUMO gap: 6.124 eV
Energy relative to the best compared isomer or geometry (same formula, charge and spin): 1.003 eV
E: -743.61535 Ha
Maximum force: 6.08 eV/Å

---

(8)
Below is the molecule C3H9OP in a non-equilibrium geometry, with properties calculated with the ωB97M-V functional and the def2-TZVPD basis.

XYZ file:
```
14
C3H9OP, DFT the ωB97M-V functional and the def2-TZVPD basis
C -1.4243 -0.8672 -0.6590
P -0.2743 0.5510 -0.4269
C -0.1822 0.7592 1.4735
C 1.3764 0.4419 -1.1509
O -1.0366 1.8416 -1.0539
H -2.3389 -0.5376 -0.3764
H -1.3281 -0.8845 -1.8054
H -1.1383 -1.6744 -0.0805
H -0.9565 0.2124 1.9617
H 0.6640 0.3453 1.9283
H -0.2606 1.8589 1.4500
H 1.7106 -0.6783 -1.2235
H 1.4115 0.9957 -2.1817
H 2.0698 0.9698 -0.5797
```

HOMO-LUMO gap: 9.877 eV
Energy relative to the best compared isomer or geometry (same formula, charge and spin): 0.744 eV
E: -536.27712 Ha
Maximum force: 6.16 eV/Å

---

Repeat the fourth record exactly.
Below is a cluster of 2 separate species, C3H9O2S in total in a non-equilibrium geometry, with properties calculated with the ωB97M-V functional and the def2-TZVPD basis.

XYZ file:
```
15
C3H9O2S, DFT the ωB97M-V functional and the def2-TZVPD basis
C -0.0941 0.7432 0.9957
O -0.2049 1.8462 0.2506
C -0.4694 -0.5429 0.2388
C 0.6163 -1.0148 -0.7566
S 0.7435 -2.8811 -0.8543
H 0.9328 0.5848 1.4668
H -0.6829 0.6739 1.9619
H -1.4561 -0.5084 -0.2126
H -0.4265 -1.3503 0.9813
H 0.3700 -0.7198 -1.7745
H 1.6029 -0.6670 -0.4753
H 1.9671 -3.0099 -0.2744
H -1.2982 4.2388 1.5316
H -0.7543 3.3304 0.4651
O -1.1975 4.2399 0.5896
```

Charge: -1
HOMO-LUMO gap: 6.350 eV
Energy relative to the best compared isomer or geometry (same formula, charge and spin): 0.672 eV
E: -668.36911 Ha
Maximum force: 2.11 eV/Å

---

- Which formula does entry 4 have?
  C3H9O2S

---

- The highest maximum force belongs to which entry?
  C3H9OP

---

- Among the records above, which one has the lowest E?
  number 5